{"formula": "C22H31ClN4O3", "method": "ωB97M-V/def2-TZVPD", "symbols": ["N", "C", "O", "C", "C", "C", "C", "C", "C", "C", "N", "C", "C", "C", "C", "Cl", "C", "C", "H", "H", "H", "H", "H", "H", "H", "H", "H", "H", "H", "H", "H", "H", "H", "C", "N", "C", "O", "C", "N", "C", "C", "O", "C", "C", "C", "H", "H", "H", "H", "H", "H", "H", "H", "H", "H", "H", "H", "H", "H", "H", "H"], "xyz": [[1.48178, 6.68338, -4.30570], [1.19589, 5.48138, -3.71918], [2.18362, 4.84744, -3.39692], [-0.24535, 5.10080, -3.34222], [-1.23432, 5.26878, -4.51563], [-0.92132, 4.44264, -5.77329], [-1.25820, 2.95404, -5.62464], [-0.25278, 2.18661, -4.76354], [-0.38489, 2.49435, -3.29479], [-0.35849, 3.73683, -2.69602], [-0.46389, 3.54843, -1.31959], [-0.56417, 2.20134, -1.01291], [-0.68761, 1.50665, 0.19140], [-0.76886, 0.10656, 0.16405], [-0.71669, -0.58840, -1.05459], [-0.81133, -2.33166, -1.05768], [-0.58918, 0.11993, -2.26033], [-0.51850, 1.51714, -2.21683], [0.75383, 7.38450, -4.37709], [2.46090, 6.95421, -4.29861], [-0.55086, 5.82577, -2.58388], [-2.24299, 5.02096, -4.16775], [-1.24926, 6.32472, -4.80398], [-1.53011, 4.83917, -6.59202], [0.12671, 4.56334, -6.06552], [-2.26637, 2.83260, -5.21450], [-1.25588, 2.50630, -6.62351], [-0.41777, 1.11757, -4.92133], [0.76887, 2.40888, -5.08805], [-0.42292, 4.29152, -0.62652], [-0.72814, 2.04051, 1.13487], [-0.88004, -0.45294, 1.08848], [-0.54540, -0.41510, -3.20201], [-1.62912, -6.01172, 3.64992], [-1.92615, -4.68899, 3.10151], [-1.12128, -3.62268, 3.05958], [-1.52054, -2.59041, 2.53251], [0.28316, -3.66269, 3.67934], [1.25618, -3.17829, 2.68476], [2.44009, -3.73436, 2.43517], [3.24550, -3.11709, 1.31668], [2.87477, -4.69976, 3.04949], [0.32986, -2.82048, 4.97479], [-0.70996, -3.28584, 6.00451], [1.70402, -2.87621, 5.65559], [-1.44668, -5.94506, 4.72375], [-2.47534, -6.67914, 3.47824], [-0.74829, -6.43109, 3.15892], [-2.82581, -4.55141, 2.66563], [0.53294, -4.68877, 3.94120], [0.96709, -2.40417, 2.10563], [2.65777, -3.13042, 0.40013], [3.49685, -2.09170, 1.57950], [4.15759, -3.69527, 1.17483], [0.11757, -1.77994, 4.72704], [-0.63111, -2.68022, 6.90716], [-1.71821, -3.16474, 5.61024], [-0.54033, -4.33046, 6.26351], [1.68630, -2.30707, 6.58461], [1.97534, -3.91022, 5.86982], [2.46149, -2.44001, 5.00575]], "forces_ev_per_a": [[-1.55, 0.59, -0.32], [1.86, 0.33, 0.82], [-0.58, -1.23, 0.18], [-0.31, -0.25, -0.05], [0.22, 0.08, -0.29], [-0.49, -0.16, 0.27], [0.46, 0.04, -0.30], [-0.34, 0.05, 0.41], [0.05, 0.27, 0.52], [0.26, -1.18, -0.29], [-0.04, 0.66, 0.66], [0.07, 0.40, 0.20], [-0.07, -0.46, 0.10], [0.06, 0.60, 0.04], [0.12, 1.11, -0.77], [0.05, 0.21, -0.02], [-0.11, -0.70, 0.84], [0.13, -0.24, -1.57], [0.44, -0.04, -0.15], [-0.53, -0.12, 0.02], [0.09, 0.18, 0.08], [0.14, 0.06, 0.03], [-0.03, 0.00, 0.07], [0.10, 0.08, 0.05], [-0.02, 0.01, 0.02], [0.06, 0.02, -0.03], [-0.06, 0.03, 0.03], [0.10, 0.03, 0.08], [-0.03, -0.03, -0.09], [-0.02, -0.40, -0.44], [0.00, -0.13, -0.01], [-0.03, 0.07, -0.09], [0.00, 0.02, 0.08], [0.23, 0.33, -0.07], [-0.29, -1.18, 0.29], [0.18, 1.16, -0.38], [0.33, 0.21, 0.04], [0.24, 0.05, 0.07], [-1.61, 0.49, 0.35], [1.30, -1.16, 0.00], [-0.13, 0.00, 0.05], [-0.25, 0.01, 0.17], [0.04, -0.12, 0.70], [-0.06, 0.22, -0.58], [-0.11, 0.04, -0.62], [-0.02, -0.15, -0.03], [0.09, 0.19, -0.01], [-0.07, -0.11, 0.10], [0.11, 0.13, 0.02], [0.33, -0.04, -0.10], [-0.22, -0.02, 0.06], [0.03, 0.16, -0.12], [0.04, 0.14, -0.15], [-0.14, 0.07, 0.08], [-0.09, 0.05, -0.22], [0.00, -0.07, 0.01], [-0.15, -0.12, 0.07], [-0.04, -0.08, 0.11], [-0.03, -0.01, 0.01], [0.10, 0.01, 0.04], [0.16, -0.10, 0.05]], "mulliken_charge": [-0.38, 0.15, -0.64, 0.08, -1.15, -0.62, -0.87, -0.86, 1.04, -0.37, -0.02, -0.68, -1.02, -0.41, -0.16, -0.23, -0.62, 1.16, 0.21, 0.27, 0.59, 0.44, 0.44, 0.33, 0.35, 0.38, 0.39, 0.27, 0.33, 0.26, 0.37, 0.48, 0.46, -0.86, -0.07, -0.18, -0.68, 0.03, 0.03, 0.83, -1.25, -0.65, 0.58, -1.49, -1.51, 0.22, 0.34, 0.32, 0.33, 0.56, 0.10, 0.31, 0.33, 0.33, 0.22, 0.46, 0.36, 0.25, 0.47, 0.36, 0.30], "homo_lumo_gap_ev": 8.284, "charge": 0, "molar_mass_g_mol": 434.968, "smiles": "NC(=O)[C@H]1CCCCc2c1[nH]c1ccc(Cl)cc21.CNC(=O)[C@@H](NC(C)=O)C(C)C", "homo_energy_ev": -7.72, "multiplicity": 1, "e_lumo_ev": 0.5654}

***

{"formula": "C25H52N7O13P3S", "method": "ωB97M-V/def2-TZVPD", "symbols": ["C", "C", "C", "O", "C", "C", "N", "C", "C", "S", "C", "N", "N", "C", "O", "C", "C", "N", "C", "C", "N", "N", "N", "P", "O", "O", "O", "H", "H", "H", "H", "H", "H", "H", "H", "H", "H", "H", "H", "H", "H", "H", "H", "H", "H", "H", "H", "H", "H", "C", "C", "O", "P", "O", "O", "C", "C", "O", "C", "C", "H", "H", "H", "H", "H", "H", "H", "H", "H", "H", "H", "H", "H", "H", "H", "C", "C", "O", "P", "O", "O", "C", "C", "O", "C", "C", "H", "H", "H", "H", "H", "H", "H", "H", "H", "H", "H", "H", "H", "H", "H"], "xyz": [[5.77692, 1.45429, -0.77217], [5.13343, 2.54309, -1.64392], [4.59759, 2.00791, -2.97747], [3.34332, 1.38897, -2.70100], [2.42882, 1.32998, -3.76838], [3.19727, 0.88710, -4.97180], [3.76747, 0.51956, -5.89965], [1.85393, 2.71824, -4.15228], [1.60531, 3.63717, -2.96059], [1.68653, 5.38530, -3.45882], [0.32605, 6.03389, -2.58352], [-0.49885, 6.95293, -2.93240], [-1.39266, 7.05837, -1.87379], [-1.04536, 6.20877, -0.99194], [0.06374, 5.51134, -1.36555], [1.31262, 0.25252, -3.40888], [0.03328, 0.92015, -3.12272], [-0.91286, 1.53393, -2.91126], [1.76215, -0.71778, -2.28919], [1.37266, -0.32268, -0.86680], [0.02382, -0.71825, -0.48936], [2.26936, -1.13671, 0.00237], [1.57062, 1.09383, -0.56212], [0.92949, -0.87354, -4.84041], [1.94207, -1.89873, -5.03132], [0.55884, -0.00551, -6.12694], [-0.44051, -1.60620, -4.39181], [6.85525, 1.60744, -0.74708], [5.56380, 0.45279, -1.14179], [5.44414, 1.54309, 0.26138], [5.79070, 3.38626, -1.84944], [4.26070, 2.95816, -1.13264], [5.32685, 1.28317, -3.34714], [4.52570, 2.85239, -3.66403], [2.62832, 3.19370, -4.76130], [0.99690, 2.64364, -4.81855], [0.60663, 3.45258, -2.57688], [2.28345, 3.46841, -2.13236], [-1.50099, 5.97295, -0.04824], [1.26754, -1.67308, -2.47422], [2.82047, -0.93870, -2.36778], [-0.49043, -1.05675, -1.29294], [-0.46558, 0.10241, -0.15463], [3.22911, -0.84287, -0.16418], [2.06311, -0.85238, 0.95590], [1.07496, 1.36548, 0.27612], [2.55254, 1.30400, -0.47131], [-0.22622, 0.54050, -5.97677], [-1.21128, -1.12012, -4.71290], [-3.58180, -0.32922, -0.91219], [-4.95052, -0.66851, -0.35035], [-5.63935, -1.65206, -1.12706], [-5.04734, -3.14796, -1.17682], [-5.14807, -3.76410, 0.15728], [-6.19369, -3.89257, -2.05222], [-6.87365, -5.04497, -1.55365], [-8.15492, -4.66797, -0.83607], [-4.11785, -2.90070, -2.47275], [-2.97650, -3.72053, -2.79093], [-3.33620, -5.16755, -3.05678], [-2.91411, -1.19008, -0.81976], [-3.13579, 0.50537, -0.36936], [-3.63312, -0.07265, -1.96976], [-4.84392, -1.01595, 0.68156], [-5.59676, 0.20766, -0.34018], [-6.21971, -5.62900, -0.90636], [-7.10406, -5.66894, -2.41896], [-7.99948, -3.83308, -0.15398], [-8.54458, -5.51537, -0.27043], [-8.91527, -4.35703, -1.55424], [-2.24349, -3.65401, -1.98263], [-2.53230, -3.26997, -3.67614], [-3.69160, -5.66162, -2.14884], [-2.46262, -5.71236, -3.41426], [-4.13028, -5.23783, -3.79935], [-1.13647, 1.67651, 4.43792], [0.31184, 1.77255, 3.98465], [1.23318, 1.56522, 5.04858], [1.39401, 0.05308, 5.69105], [2.15900, -0.57686, 4.57776], [2.57843, 0.29894, 6.78193], [3.79183, -0.45589, 6.74279], [4.86235, 0.25648, 5.93958], [0.27140, 0.48237, 6.80737], [-0.42070, -0.54491, 7.55964], [0.51192, -1.37350, 8.42137], [-1.39158, 0.65883, 4.74175], [-1.80971, 1.96254, 3.62808], [-1.31386, 2.32568, 5.29420], [0.50751, 1.05461, 3.17880], [0.50374, 2.77270, 3.59473], [3.61179, -1.45816, 6.35391], [4.12113, -0.57097, 7.77685], [4.46820, 0.63802, 4.99884], [5.69468, -0.41503, 5.72520], [5.24728, 1.11249, 6.49584], [-0.97395, -1.18539, 6.86865], [-1.14834, -0.02699, 8.18157], [1.18744, -1.97961, 7.81130], [-0.06244, -2.05025, 9.05415], [1.12761, -0.73250, 9.05026]], "forces_ev_per_a": [[0.23, 0.66, 0.10], [-0.78, -0.30, -0.16], [0.87, 0.54, 0.88], [-0.23, 0.02, -0.15], [0.13, -0.15, -0.52], [-0.18, -0.58, -0.25], [-0.01, 0.33, 0.24], [1.07, 0.64, 0.07], [-0.92, -0.18, 0.31], [0.09, 0.24, -0.34], [0.33, -0.54, -0.08], [0.03, -0.08, -0.02], [-0.54, 0.59, 0.06], [0.44, -0.23, -0.25], [-0.23, -0.05, 0.40], [0.10, 0.18, -0.38], [0.69, 0.25, 0.49], [-0.45, -0.15, -0.25], [-0.90, -0.21, -0.14], [1.29, -0.46, 1.85], [-0.06, 0.57, -0.49], [0.00, 0.02, -0.40], [-0.72, 0.36, -0.91], [0.16, -1.57, 0.03], [0.34, 0.37, -0.13], [-0.24, 0.18, 0.51], [-0.04, 0.91, -0.20], [0.06, -0.28, -0.07], [-0.03, -0.04, 0.03], [-0.06, -0.17, 0.02], [0.22, -0.11, 0.09], [0.08, 0.16, 0.06], [-0.27, -0.10, -0.42], [-0.29, -0.18, -0.24], [-0.02, -0.06, -0.10], [-0.14, -0.13, 0.16], [0.01, 0.08, 0.13], [0.19, -0.11, -0.14], [-0.04, 0.03, 0.04], [0.09, -0.10, 0.14], [0.07, 0.26, -0.13], [-0.10, -0.07, 0.07], [-0.26, -0.09, -0.09], [0.04, -0.07, -0.01], [-0.07, -0.30, 0.10], [0.14, -0.10, 0.15], [0.02, 0.06, 0.05], [0.06, 0.19, -0.26], [-0.26, -0.21, 0.24], [0.08, -0.16, -0.12], [0.14, 0.22, 0.23], [0.47, -0.24, 0.13], [-4.87, 0.54, -2.08], [2.64, 0.00, 0.04], [0.39, -0.04, -0.02], [-0.26, -0.10, 0.19], [-0.17, 0.12, -0.11], [1.59, -0.46, 1.63], [0.20, -0.25, -0.02], [-0.25, -0.03, 0.11], [0.06, 0.07, 0.06], [-0.06, 0.01, 0.03], [-0.07, 0.08, 0.02], [-0.12, -0.07, -0.02], [-0.03, -0.03, -0.08], [0.05, 0.14, 0.09], [0.06, 0.10, -0.08], [0.15, -0.09, 0.10], [0.01, -0.01, -0.01], [0.00, -0.01, 0.00], [0.00, 0.06, -0.01], [-0.06, 0.06, 0.01], [0.04, 0.02, 0.01], [0.03, 0.04, 0.00], [0.04, 0.02, -0.06], [-0.02, -0.09, 0.01], [-0.10, -0.05, -0.01], [-0.24, -0.23, -0.03], [4.37, 6.61, 0.58], [-2.48, -2.79, 0.08], [-0.49, -0.73, 0.31], [0.32, -0.01, -0.18], [0.07, 0.23, 0.05], [-1.37, -3.04, -0.89], [0.02, -0.13, 0.27], [0.16, 0.01, -0.08], [-0.04, 0.01, -0.06], [0.02, 0.00, -0.02], [0.01, 0.05, -0.02], [0.03, 0.01, 0.00], [0.13, 0.00, 0.07], [-0.07, 0.06, -0.13], [-0.12, 0.08, 0.04], [-0.08, -0.18, -0.05], [0.00, -0.01, 0.02], [0.01, -0.01, 0.01], [-0.06, 0.05, 0.01], [0.05, 0.15, -0.08], [-0.03, -0.02, 0.01], [-0.04, 0.01, -0.02], [-0.04, 0.02, 0.03]], "mulliken_charge": [-1.28, -0.23, -0.64, -0.17, 1.76, -0.43, -0.60, -2.04, -0.19, -0.23, 0.64, -0.42, -0.36, 0.00, -0.19, 2.64, -0.98, -0.75, -3.05, 1.18, -0.46, -0.79, -0.13, 0.37, -0.70, -0.57, -0.32, 0.36, 0.28, 0.35, 0.59, 0.07, 0.36, 0.36, 0.88, 0.35, 0.30, 0.33, 0.42, 0.89, 0.41, 0.08, 0.32, 0.26, 0.26, 0.32, -0.07, 0.46, 0.35, -0.68, -0.57, -0.32, 1.01, -0.80, -0.36, -0.30, -1.11, -0.27, 0.14, -1.29, 0.09, 0.49, 0.26, 0.30, 0.34, 0.34, 0.37, 0.29, 0.35, 0.29, 0.23, 0.14, 0.32, 0.45, 0.30, -1.05, -0.16, -0.45, 1.19, -0.78, -0.33, -0.34, -1.11, -0.28, -0.32, -1.04, 0.21, 0.44, 0.25, 0.15, 0.37, 0.36, 0.38, 0.28, 0.34, 0.30, 0.31, 0.34, 0.28, 0.42, 0.25], "homo_lumo_gap_ev": 8.537, "charge": 0, "molar_mass_g_mol": 783.716, "smiles": "CCCO[C@](C#N)(CCSc1nnco1)[C@](C#N)(CC(N)(N)N)P(=O)(O)O.CCOP(=O)(OCC)OCC.CCOP(=O)(OCC)OCC", "e_above_lowest_ev": 0.000, "homo_energy_ev": -9.20, "multiplicity": 1, "e_lumo_ev": -0.6675}

***

{"formula": "C3H6N2O", "method": "ωB97M-V/def2-TZVPD", "symbols": ["H", "N", "C", "N", "C", "C", "O", "H", "H", "H", "H", "H"], "xyz": [[-2.29621, -1.65020, -0.75899], [-1.29858, -1.44347, -0.69422], [-1.15789, -0.30341, -0.17079], [0.11942, 0.26095, 0.05947], [1.11459, -0.45790, 0.84172], [0.47023, 1.39178, -0.63080], [1.56273, 1.91609, -0.59838], [-1.99550, 0.31294, 0.16342], [2.01317, 0.16007, 0.86482], [1.34056, -1.42698, 0.39154], [0.75270, -0.60702, 1.86422], [-0.35751, 1.78028, -1.25375]], "forces_ev_per_a": [[0.13, -0.14, 0.04], [-0.02, 0.27, 0.28], [-0.09, -0.17, -0.14], [0.11, 0.14, -0.14], [0.12, -0.12, 0.06], [0.15, 0.07, 0.09], [-0.35, -0.15, 0.01], [0.00, 0.14, -0.18], [-0.12, -0.12, -0.01], [-0.03, 0.10, 0.04], [0.04, 0.00, -0.16], [0.07, -0.01, 0.13]], "mulliken_charge": [0.27, -0.57, -0.13, 0.04, -0.86, 0.09, -0.54, 0.45, 0.30, 0.32, 0.29, 0.33], "homo_lumo_gap_ev": 10.599, "charge": 0, "molar_mass_g_mol": 86.094, "smiles": "[H]/N=C/N(C)C=O", "e_above_lowest_ev": 1.254, "homo_energy_ev": -9.83, "multiplicity": 1, "e_lumo_ev": 0.7707}